# 1
{"formula": "C6H13AsCl3GeN3O3ReSbSe4", "method": "wB97M-V/def2-TZVPD", "multiplicity": 3, "energy_ev": -442021.1342, "max_force_ev_per_a": 2.23, "elements": ["Re", "N", "C", "C", "C", "N", "H", "H", "H", "H", "C", "As", "C", "C", "O", "H", "H", "H", "H", "H", "H", "H", "H", "H", "Se", "Sb", "Se", "Se", "Se", "Cl", "Ge", "Cl", "Cl", "O", "N", "O"], "xyz": [[0.125407, -0.556072, -1.248098], [3.000623, -0.625667, -2.462406], [4.310213, -0.554088, -2.184253], [4.425418, -0.287216, -0.838843], [3.112248, -0.199766, -0.372066], [2.256677, -0.409798, -1.368160], [2.557790, -0.813940, -3.344060], [5.058382, -0.682952, -2.947172], [5.328028, -0.146451, -0.271946], [2.745881, 0.038144, 0.612063], [-0.762444, 0.963064, 3.253009], [-1.342375, 0.016625, 1.676002], [-1.572657, -1.822732, 2.183436], [-3.110396, 0.745776, 1.350316], [0.018443, 0.294632, 0.670995], [-1.278083, 0.579220, 4.132889], [-0.981550, 2.022834, 3.123958], [0.313534, 0.849199, 3.364010], [-2.253127, -1.824084, 3.035197], [-0.610305, -2.234628, 2.477858], [-1.994110, -2.404878, 1.368921], [-3.486401, 0.995847, 2.344056], [-3.747902, -0.007033, 0.896465], [-3.102616, 1.635986, 0.732505], [-0.719968, 5.301228, -1.255596], [-0.319292, 2.837126, -0.170389], [-0.161832, 1.345902, -2.424519], [1.993986, 3.201933, 0.443724], [-1.267015, 5.619244, 0.836011], [0.391943, -2.674884, -0.360336], [-0.069752, -2.498986, -2.780037], [1.556292, -3.788555, -3.431881], [-1.838309, -3.710116, -2.906684], [-3.894519, -0.398697, -1.467660], [-2.783130, -0.089048, -1.716776], [-1.899094, -0.717162, -0.950522]], "forces_ev_per_a": [[-0.086, 1.256, -1.098], [0.168, -0.042, -0.040], [0.033, 0.045, 0.076], [0.045, 0.036, 0.052], [0.027, 0.103, -0.068], [-0.218, -0.258, 0.581], [-0.103, -0.027, -0.037], [-0.045, -0.013, -0.034], [0.000, -0.008, -0.033], [-0.059, 0.003, -0.021], [-0.003, -0.106, -0.079], [-0.139, 0.392, 0.769], [0.023, 0.079, -0.083], [0.054, -0.278, 0.111], [-0.196, -0.508, -0.461], [-0.028, 0.036, -0.013], [-0.029, -0.008, -0.022], [-0.001, -0.067, -0.037], [-0.009, 0.013, 0.004], [0.010, 0.018, 0.000], [0.006, 0.076, -0.071], [0.029, 0.043, -0.013], [0.082, -0.068, -0.062], [0.176, 0.063, -0.040], [0.255, -0.629, -1.050], [0.690, 1.423, 0.521], [0.059, 0.534, -1.126], [-0.514, -0.283, -0.223], [-0.398, 0.323, 1.239], [0.216, -1.915, 1.129], [0.222, 0.173, 0.011], [-0.149, -0.010, -0.161], [0.130, 0.013, -0.155], [-0.598, 0.045, -0.033], [-0.077, 0.073, -0.324], [0.430, -0.529, 0.792]]}

# 2
{"formula": "C4H10N2OS", "method": "wB97M-V/def2-TZVPD", "energy_ev": -20172.9679, "relative_energy_kcal_mol": 22.0, "max_force_ev_per_a": 2.72, "smiles": "C[C@@H](CS)NC(N)=O", "elements": ["C", "C", "C", "S", "N", "C", "N", "O", "H", "H", "H", "H", "H", "H", "H", "H", "H", "H"], "xyz": [[0.260830, -1.634715, -1.077970], [0.301474, -0.404415, -0.174323], [1.621072, 0.354986, -0.207579], [2.862353, -0.688794, 0.558428], [-0.850856, 0.493629, -0.372186], [-1.294365, 1.268683, 0.665909], [-2.627391, 1.278249, 1.013284], [-0.498885, 1.732344, 1.481116], [-0.236279, -2.562472, -0.767396], [-0.425412, -1.536675, -1.944251], [1.231991, -1.987880, -1.435901], [0.153773, -0.801627, 0.820421], [1.506595, 1.381654, 0.111439], [1.959923, 0.489345, -1.255829], [3.650480, 0.076472, 1.336378], [-1.456193, 0.233140, -1.138101], [-3.348064, 0.929472, 0.391795], [-2.811046, 1.378604, 1.994765]], "forces_ev_per_a": [[-1.042, -0.849, -1.647], [-0.587, -0.016, 0.838], [0.395, 0.427, -1.736], [0.691, -0.721, 0.482], [-0.183, -0.209, -1.719], [0.754, -0.753, 2.500], [-0.471, 0.056, -1.455], [-0.185, -0.091, -0.674], [0.269, 0.336, 1.383], [0.803, 0.868, -0.221], [-0.025, 0.485, -0.014], [0.349, 0.124, 0.603], [0.024, -0.153, 0.921], [-0.359, -0.276, 0.277], [-0.490, 0.391, -0.252], [-0.175, 0.091, 0.371], [0.303, -0.047, 0.456], [-0.071, 0.336, -0.112]]}

# 3
{"formula": "C29H62ClFN4O8PS", "method": "wB97M-V/def2-TZVPD", "energy_ev": -88768.3251, "charge": -1, "relative_energy_kcal_mol": 253.5, "max_force_ev_per_a": 8.02, "elements": ["C", "C", "C", "C", "C", "O", "P", "C", "C", "S", "C", "N", "N", "C", "O", "C", "O", "C", "C", "C", "O", "C", "F", "C", "C", "C", "Cl", "H", "H", "H", "H", "H", "H", "H", "H", "H", "H", "H", "H", "H", "H", "H", "H", "H", "H", "H", "H", "H", "H", "H", "H", "H", "H", "H", "H", "H", "H", "H", "H", "C", "O", "C", "C", "N", "C", "C", "O", "C", "H", "H", "H", "H", "H", "H", "H", "H", "H", "H", "H", "H", "H", "H", "H", "C", "O", "C", "C", "N", "C", "C", "O", "C", "H", "H", "H", "H", "H", "H", "H", "H", "H", "H", "H", "H", "H", "H", "H"], "xyz": [[-2.134845, -3.421036, 5.663997], [-0.728448, -3.508214, 4.772958], [-1.020572, -3.817245, 3.172162], [-1.382765, -2.379133, 2.477918], [-0.545994, -2.023972, 1.116089], [-1.089583, -0.781478, 0.472681], [-0.064135, 0.639354, 0.769055], [1.055721, 2.162099, 1.036347], [1.559912, 2.412670, 2.570060], [3.388042, 2.105871, 2.872889], [3.453444, 1.253987, 4.542610], [2.383505, 1.310453, 5.650212], [2.760552, 0.506727, 6.750807], [4.102706, -0.153517, 6.510080], [4.437365, 0.358211, 5.168855], [-1.353709, 0.998316, 2.136447], [-2.679090, 0.571870, 1.660491], [-3.722467, 0.771390, 2.678357], [-5.165720, 0.379780, 1.939860], [-5.138797, -1.167401, 1.365055], [1.066280, -0.294995, 1.759651], [1.088700, -1.701646, 1.237924], [1.488012, -1.885734, -0.205600], [2.053853, -2.800291, 1.976040], [3.637008, -2.735155, 1.563463], [4.279464, -4.221106, 1.983569], [4.640191, -1.466377, 2.466129], [-2.135960, -2.487518, 6.400200], [-3.096564, -3.300893, 4.987970], [-2.283970, -4.375073, 6.349480], [-0.043735, -4.304374, 5.293121], [-0.178077, -2.462101, 4.919542], [-0.181027, -4.435359, 2.642646], [-1.994667, -4.502487, 3.150281], [-1.333670, -1.556187, 3.308549], [-2.530287, -2.444945, 2.155396], [-0.688297, -2.841429, 0.274270], [-1.051682, 1.304525, -0.093367], [0.669027, 0.520463, -0.482811], [0.488539, 3.088210, 0.571705], [2.014076, 1.997308, 0.345312], [0.977992, 1.831343, 3.400545], [1.379987, 3.571289, 2.796622], [4.736855, -0.898611, 7.153717], [-1.062897, 0.604240, 3.202306], [-1.408150, 2.186331, 2.238718], [-3.561066, 0.026760, 3.581720], [-3.828716, 1.881795, 3.056583], [-6.074372, 0.520758, 2.690560], [-5.382904, 1.071325, 0.992378], [-5.934208, -1.330014, 0.513850], [-4.095967, -1.483719, 0.901211], [-5.295965, -1.866740, 2.303569], [1.876336, -2.754124, 3.149327], [1.664076, -3.873908, 1.628689], [3.856691, -2.617914, 0.420835], [4.138583, -4.311877, 3.151354], [5.423662, -4.262057, 1.668836], [3.616978, -5.021041, 1.426479], [0.465935, 7.989862, -3.849211], [1.636332, 7.342907, -4.331891], [2.845520, 7.982907, -3.905500], [3.607797, 7.086162, -2.917337], [2.910260, 7.001185, -1.630018], [3.455663, 5.973040, -0.735526], [3.335643, 4.506205, -1.191820], [1.989702, 4.024155, -1.238620], [1.311538, 4.295321, -2.458564], [-0.400898, 7.530961, -4.332347], [0.365765, 7.856070, -2.769649], [0.476681, 9.056056, -4.096260], [2.663268, 8.979653, -3.486471], [3.462001, 8.111016, -4.802357], [4.610888, 7.497851, -2.758548], [3.708959, 6.098062, -3.375288], [1.929349, 6.791035, -1.796745], [2.919273, 6.074546, 0.216052], [4.507325, 6.201829, -0.527294], [3.841032, 3.892228, -0.436393], [3.855940, 4.307209, -2.135356], [1.984418, 4.308612, -3.319619], [0.768638, 5.238815, -2.380370], [0.569048, 3.507509, -2.613543], [-2.266006, -5.054830, -6.594170], [-2.770948, -5.442178, -5.322810], [-1.747019, -5.895732, -4.428719], [-1.566233, -4.901348, -3.271051], [-0.950169, -3.653433, -3.733806], [-0.976219, -2.581103, -2.731762], [-2.357594, -2.045793, -2.308131], [-3.052021, -1.351890, -3.348511], [-3.814358, -2.191465, -4.206218], [-3.116123, -4.862548, -7.254274], [-1.680083, -4.136187, -6.515570], [-1.658277, -5.851559, -7.034408], [-0.799280, -6.088886, -4.945235], [-2.095912, -6.848466, -4.014728], [-0.929990, -5.355592, -2.503099], [-2.552308, -4.714924, -2.836084], [-1.441449, -3.327558, -4.562416], [-0.407562, -1.745360, -3.158002], [-0.427730, -2.910390, -1.841577], [-2.186157, -1.300330, -1.522035], [-2.994890, -2.814484, -1.856983], [-4.209121, -3.070923, -3.691365], [-3.212718, -2.487857, -5.067158], [-4.657164, -1.607765, -4.586912]], "forces_ev_per_a": [[-0.266, 0.248, 0.341], [-0.025, 0.236, 0.680], [-0.872, 0.034, 1.026], [-0.858, -0.526, -0.497], [-0.142, 0.917, -1.157], [2.516, -3.073, 1.167], [-1.620, 1.033, -2.025], [1.384, 0.823, -0.036], [-1.888, 1.738, 0.759], [-0.043, -1.370, 1.766], [-2.655, -2.360, 7.024], [4.400, -1.594, -1.889], [4.548, -1.307, -2.754], [-5.692, 4.840, -2.926], [-0.381, 0.271, -0.322], [-0.137, 2.006, 1.720], [-0.546, 0.966, 2.855], [-1.227, -0.473, -0.911], [0.262, -0.224, -0.783], [0.500, -0.090, 0.501], [0.913, -4.291, -1.987], [-1.798, 0.354, 0.321], [-0.136, 0.846, 2.277], [-0.522, 0.343, 0.051], [0.132, -2.308, -0.132], [-0.556, 1.102, -0.034], [-0.990, -0.829, -0.685], [0.148, -1.971, -1.613], [2.043, -0.294, 1.232], [0.326, 1.878, -1.559], [-1.269, 1.350, -1.142], [-1.089, -2.276, -0.596], [-1.416, 1.403, 1.084], [2.100, 1.351, -0.018], [0.167, -1.375, -1.863], [2.567, 0.368, 0.537], [0.304, 1.131, 2.055], [0.218, 0.370, 0.351], [0.168, -1.103, 0.562], [1.319, -1.594, 1.364], [-2.061, 0.328, 1.570], [1.112, 0.902, -1.749], [0.588, -2.496, -0.203], [-1.286, 1.859, -1.844], [-0.903, 0.373, -1.679], [0.143, -2.114, -0.040], [-0.229, 1.517, -1.563], [0.544, -2.019, -0.631], [1.963, -0.340, -1.471], [0.738, -1.211, 2.220], [1.334, 0.235, 1.954], [-2.049, 1.106, 0.977], [0.025, 1.113, -2.064], [0.644, 0.055, -2.452], [0.862, 2.445, 0.564], [-0.866, 0.180, 2.295], [0.466, -0.044, -2.391], [-2.560, -0.041, 0.757], [1.577, 1.420, 1.135], [0.077, -0.321, -0.209], [-0.059, 0.566, 0.277], [0.387, -0.655, -0.063], [-0.685, 0.332, 0.081], [0.216, -0.043, -0.224], [-0.418, -0.086, -0.035], [-0.222, -0.064, 0.557], [0.700, 0.437, -0.581], [-0.250, -0.286, 0.396], [0.191, -0.010, 0.017], [-0.072, 0.180, 0.079], [-0.013, 0.008, 0.086], [-0.135, -0.180, 0.089], [-0.011, 0.006, 0.066], [-0.062, -0.027, 0.034], [0.140, -0.001, -0.233], [0.251, 0.026, 0.014], [0.113, -0.139, -0.102], [-0.029, -0.023, -0.114], [-0.100, 0.042, -0.035], [-0.130, 0.105, -0.107], [0.045, 0.103, 0.035], [-0.007, 0.130, -0.259], [0.125, 0.004, 0.104], [-0.354, -0.013, 0.249], [0.516, -0.070, -0.376], [-0.360, 0.190, 0.703], [0.169, 0.144, -0.796], [-0.150, -0.358, 0.048], [-0.229, 0.250, -0.202], [0.565, 0.556, 0.278], [-0.299, -0.660, -0.030], [0.191, 0.646, 0.069], [0.032, -0.051, 0.164], [0.174, -0.023, -0.121], [0.063, 0.064, -0.013], [-0.105, 0.220, -0.050], [0.035, 0.040, -0.016], [-0.018, 0.072, -0.039], [-0.130, -0.222, 0.124], [0.076, -0.116, 0.224], [-0.113, -0.057, 0.217], [-0.088, 0.051, -0.108], [0.068, -0.131, -0.098], [-0.079, -0.122, -0.191], [0.110, -0.055, -0.005], [-0.094, -0.291, -0.109], [0.040, 0.012, 0.080]]}

# 4
{"formula": "C3H10NS", "method": "wB97M-V/def2-TZVPD", "energy_ev": -15598.3806, "charge": -1, "relative_energy_kcal_mol": 32.8, "max_force_ev_per_a": 1.16, "elements": ["C", "S", "H", "H", "H", "C", "N", "C", "H", "H", "H", "H", "H", "H", "H"], "xyz": [[4.171331, 2.364623, 0.893108], [2.517540, 1.850381, 1.495540], [4.919030, 1.584643, 1.071848], [4.167090, 2.542324, -0.188726], [4.486897, 3.277813, 1.389541], [-2.991457, -0.743276, 0.138594], [-2.354159, -1.661128, -0.764018], [-0.901291, -1.512177, -0.910008], [-2.513246, -0.795077, 1.117365], [-3.088566, 0.301690, -0.180530], [-4.018487, -1.075280, 0.367712], [-2.788143, -1.678945, -1.674043], [-0.603448, -0.811473, -1.693051], [-0.497351, -2.509577, -1.072368], [-0.505746, -1.134543, 0.009034]], "forces_ev_per_a": [[-0.269, -0.346, -0.169], [0.014, -0.022, -0.047], [0.039, 0.085, 0.094], [-0.013, 0.090, 0.058], [0.196, 0.170, 0.048], [-1.012, -0.072, 0.553], [0.317, -0.260, -0.163], [-0.763, -0.249, -0.151], [0.326, 0.235, -0.139], [0.367, 0.086, -0.036], [0.157, -0.033, -0.334], [-0.172, 0.087, 0.040], [0.081, -0.070, -0.105], [0.352, 0.110, -0.243], [0.378, 0.188, 0.592]]}

# 5
{"formula": "C5H14N2", "method": "wB97M-V/def2-TZVPD", "multiplicity": 2, "energy_ev": -8382.7123, "charge": 1, "relative_energy_kcal_mol": 39.2, "max_force_ev_per_a": 5.80, "elements": ["N", "C", "C", "C", "N", "C", "C", "H", "H", "H", "H", "H", "H", "H", "H", "H", "H", "H", "H", "H", "H"], "xyz": [[-0.737787, -1.841698, 2.115063], [-0.662699, -0.496976, 1.508299], [0.263316, 0.524701, 2.112516], [-0.314156, -0.871963, 0.047889], [-0.448923, 0.334394, -0.829340], [0.261416, 0.190859, -2.175803], [0.999641, 1.582480, -2.466336], [0.172070, -2.234083, 2.331478], [-1.304052, -1.854905, 2.946655], [-1.711506, -0.186645, 1.519053], [0.047135, 1.357984, 1.482603], [1.327703, 0.256279, 1.996162], [0.072956, 0.735703, 3.161958], [0.705682, -1.245611, 0.026316], [-1.003836, -1.685179, -0.238052], [-1.439120, 0.347984, -1.063812], [-0.437030, -0.011060, -3.006355], [0.992512, -0.607936, -2.086065], [1.483334, 1.729447, -1.528723], [1.549727, 1.599614, -3.393026], [0.183615, 2.376612, -2.460477]], "forces_ev_per_a": [[0.273, 0.297, 0.005], [-0.818, -2.601, 0.490], [0.411, -0.593, -0.398], [0.803, 2.099, 0.996], [-0.269, -4.856, -3.163], [0.856, 2.000, 0.345], [-3.141, -0.186, 0.914], [-0.027, 0.123, 0.093], [-0.033, 0.014, 0.218], [0.134, 0.499, -0.013], [0.312, 1.426, -0.041], [-0.402, 0.007, 0.025], [-0.203, 0.013, -0.104], [0.137, 0.067, -0.262], [-0.115, 0.587, -0.362], [-0.445, 1.514, 0.595], [-0.254, 0.053, 0.745], [-0.021, 0.036, 0.135], [1.408, 0.516, 0.111], [0.363, -0.122, 0.092], [1.029, -0.892, -0.420]]}